{
  "formula": "C10H17GaNO2P2",
  "method": "the ωB97M-V functional and the def2-TZVPD basis",
  "symbols": ["C", "C", "P", "C", "Ga", "N", "C", "O", "P", "O", "H", "H", "H", "H", "H", "H", "H", "H", "H", "H", "H", "C", "C", "C", "C", "C", "C", "H", "H", "H", "H", "H", "H"],
  "xyz": [[-1.6634, -3.4436, -1.3383], [-0.2822, -3.9316, -1.9256], [0.7250, -2.5287, -2.7117], [-0.5256, -1.2828, -3.3522], [2.0359, -1.6904, -0.9575], [3.1227, -0.1250, -1.4158], [3.3011, -0.1523, -2.5906], [3.4699, -0.1425, -3.7424], [0.8454, -1.1703, 1.0160], [1.8523, -1.2295, 2.1727], [-2.1422, -4.3284, -0.8454], [-1.5372, -2.6850, -0.5386], [-2.3379, -3.0829, -2.1457], [-0.5112, -4.6991, -2.6978], [0.3358, -4.3381, -1.0935], [-1.0805, -0.7321, -2.5628], [-0.0663, -0.6088, -4.1084], [-1.2943, -1.8671, -3.9215], [3.0699, -2.8633, -0.5735], [0.3209, 0.1699, 1.0369], [-0.2048, -2.1167, 1.3009], [-0.3754, 2.3127, 3.1188], [-1.6261, 2.8995, 3.2645], [-1.8693, 4.1600, 2.7328], [-0.8637, 4.8293, 2.0467], [0.3861, 4.2401, 1.8980], [0.6318, 2.9838, 2.4376], [-0.1840, 1.3308, 3.5356], [-2.4125, 2.3739, 3.7937], [-2.8433, 4.6205, 2.8520], [-1.0543, 5.8105, 1.6274], [1.1700, 4.7612, 1.3611], [1.6073, 2.5258, 2.3264]],
  "nbo_charge": [-0.62, -0.67, 0.16, -0.92, 0.77, -0.85, 0.76, -0.60, 0.92, -1.16, 0.19, 0.21, 0.20, 0.20, 0.23, 0.20, 0.24, 0.21, -0.28, -0.09, -0.10, -0.21, -0.22, -0.22, -0.22, -0.22, -0.20, 0.23, 0.21, 0.20, 0.20, 0.21, 0.23],
  "homo_energy_ev": -4.0,
  "lumo_energy_ev": 2.92,
  "charge": -1
}


{
  "formula": "C10H17IrO7P2",
  "method": "the ωB97M-V functional and the def2-TZVPD basis",
  "symbols": ["Ir", "C", "C", "C", "C", "C", "C", "C", "C", "C", "C", "H", "H", "H", "H", "H", "H", "H", "H", "H", "H", "H", "H", "H", "H", "H", "O", "P", "O", "O", "O", "P", "O", "O", "O", "H", "H"],
  "xyz": [[0.6800, -0.2676, -0.5364], [-1.3988, 0.1411, 1.2011], [-0.4146, -0.7464, 1.6617], [0.8614, -0.0667, 1.6100], [0.6148, 1.2653, 1.1205], [-0.7796, 1.3786, 0.8726], [-1.4794, 2.5204, 0.2181], [1.6354, 2.3599, 1.0463], [2.1413, -0.5537, 2.2175], [-0.5931, -2.1550, 2.1278], [-2.8338, -0.1574, 0.9259], [-2.4330, 2.7245, 0.7093], [-1.6949, 2.2911, -0.8297], [-0.8850, 3.4315, 0.2369], [1.8609, 2.7443, 2.0446], [1.2828, 3.1897, 0.4374], [2.5709, 2.0175, 0.6032], [2.1735, -0.3020, 3.2818], [3.0116, -0.0987, 1.7446], [2.2430, -1.6357, 2.1304], [-0.4442, -2.2294, 3.2083], [0.1263, -2.8291, 1.6581], [-1.5890, -2.5317, 1.9045], [-3.4957, 0.5119, 1.4812], [-3.0978, -1.1798, 1.1895], [-3.0481, -0.0241, -0.1377], [0.7645, -2.6774, -1.8470], [1.7238, -1.7938, -2.8194], [2.4915, -2.5653, -3.7848], [2.3422, -0.8611, -1.7547], [0.6501, -0.8230, -3.6173], [-0.2904, 0.2914, -2.9199], [-1.0957, 0.8738, -4.1414], [0.5267, 1.3570, -2.2292], [-1.1431, -0.4270, -1.8798], [0.3038, -3.3931, -2.3061], [-1.2883, 0.2201, -4.8281]],
  "lowdin_charge": [1.51, -0.23, -0.25, -0.38, -0.33, -0.24, -0.01, -0.02, -0.03, -0.02, -0.02, 0.09, 0.09, 0.08, 0.09, 0.08, 0.09, 0.10, 0.08, 0.08, 0.09, 0.08, 0.07, 0.09, 0.07, 0.08, -0.18, 0.22, -0.24, -0.40, -0.27, 0.16, -0.07, -0.31, -0.35, 0.09, 0.10],
  "s2": 6.01,
  "homo_energy_ev": [-7.7, -9.5],
  "multiplicity": 5,
  "lumo_energy_ev": [0.31, -1.84],
  "relative_energy_ev": 0.250
}


{
  "formula": "C10H17N",
  "method": "the ωB97M-V functional and the def2-TZVPD basis",
  "symbols": ["C", "C", "C", "C", "C", "C", "C", "C", "C", "C", "N", "H", "H", "H", "H", "H", "H", "H", "H", "H", "H", "H", "H", "H", "H", "H", "H", "H"],
  "xyz": [[-1.0313, -0.5001, -0.1040], [-0.6639, -0.2056, -1.3909], [-1.3280, -0.3894, 1.0950], [0.4200, -0.7437, -2.2097], [-1.7855, -1.1618, 2.2633], [1.5987, -1.5375, -1.5123], [0.1237, 2.1765, 1.0710], [-0.4185, 1.3383, 3.3639], [1.4716, -0.9444, -4.3243], [-0.9042, 1.4449, 1.8861], [0.4930, -0.3482, -3.4449], [-1.3996, 0.2691, -1.9731], [-2.7656, -0.9324, 2.5459], [-1.8843, -2.2137, 1.9907], [-1.1892, -1.0623, 3.1240], [1.5256, -1.7796, -0.5165], [1.8315, -2.4015, -2.0579], [2.3647, -0.7836, -1.6056], [-0.0862, 3.2075, 0.8812], [0.4304, 1.7752, 0.0791], [1.0979, 2.1783, 1.6821], [0.5751, 1.2279, 3.4611], [-1.0534, 0.6585, 3.8323], [-0.6287, 2.3159, 3.8577], [1.8045, -0.1801, -5.0135], [1.0043, -1.6978, -5.0151], [2.2637, -1.5274, -3.7958], [-1.8664, 1.8170, 1.8306]],
  "nbo_charge": [0.04, -0.32, -0.03, 0.28, -0.65, -0.68, -0.66, -0.62, -0.45, -0.09, -0.43, 0.23, 0.22, 0.22, 0.22, 0.22, 0.22, 0.23, 0.22, 0.24, 0.20, 0.21, 0.21, 0.21, 0.21, 0.20, 0.18, 0.19],
  "homo_energy_ev": -7.9,
  "lumo_energy_ev": 0.31,
  "relative_energy_ev": 6.050
}


{
  "formula": "C10H17N2O2",
  "method": "the ωB97M-V functional and the def2-TZVPD basis",
  "symbols": ["C", "C", "C", "C", "C", "C", "C", "C", "C", "C", "N", "N", "O", "O", "H", "H", "H", "H", "H", "H", "H", "H", "H", "H", "H", "H", "H", "H", "H", "H", "H"],
  "xyz": [[-1.9050, 0.0442, -1.7519], [0.3522, 0.5092, 0.8109], [0.7076, -2.4937, -0.3898], [0.7477, -2.3611, -1.8502], [1.0685, -1.1980, -0.9909], [0.0881, 1.2980, -1.7866], [0.0749, -0.0921, -0.6085], [0.3260, 2.7084, -1.2883], [0.5119, -0.4070, 3.7199], [-0.4807, 0.5264, 3.0779], [-1.3298, -0.5587, -0.7196], [-1.2839, 0.9933, -2.3592], [1.2734, 1.2380, 1.0200], [-0.6372, 0.2637, 1.6536], [-2.9843, -0.1248, -2.1545], [-0.2575, -2.5550, 0.0256], [1.4146, -2.9942, 0.2061], [1.5810, -2.6947, -2.3213], [-0.1087, -2.2884, -2.4789], [1.9989, -0.7419, -0.8621], [0.6538, 0.8553, -2.5992], [1.0089, 2.5680, -0.4455], [-0.6512, 3.3682, -1.0612], [0.9026, 3.1635, -1.9647], [1.3895, 0.1171, 3.6988], [0.1820, -0.5561, 4.6941], [0.5319, -1.4142, 3.0597], [-0.3416, 1.7176, 3.1344], [-1.5467, 0.2808, 3.5632], [-1.8243, -0.7131, 0.1344], [-1.4624, 1.5412, -3.1663]],
  "nbo_charge": [0.40, 0.79, -0.40, -0.39, -0.27, -0.01, 0.09, -0.67, -0.63, -0.08, -0.58, -0.51, -0.57, -0.54, 0.25, 0.21, 0.24, 0.24, 0.22, 0.24, 0.23, 0.29, 0.24, 0.23, 0.23, 0.23, 0.21, 0.22, 0.21, 0.46, 0.45],
  "homo_energy_ev": -13.6,
  "lumo_energy_ev": -3.15,
  "relative_energy_ev": 3.532,
  "charge": 1
}


{
  "formula": "C10H17N2O4Sn",
  "method": "the ωB97M-V functional and the def2-TZVPD basis",
  "symbols": ["Sn", "C", "C", "C", "O", "H", "H", "H", "H", "H", "H", "H", "C", "C", "C", "C", "C", "C", "O", "O", "H", "H", "H", "H", "H", "H", "C", "O", "N", "N", "H", "H", "H", "H"],
  "xyz": [[-33.1758, -15.2928, 21.9287], [-31.5528, -15.0256, 19.5124], [-31.6007, -16.5641, 19.4734], [-30.1311, -17.1022, 19.3552], [-32.1696, -17.0399, 20.6183], [-32.4339, -14.6659, 20.0440], [-31.2109, -14.4828, 18.6312], [-30.9006, -14.6197, 20.2857], [-32.1222, -17.0118, 18.6274], [-29.9217, -18.0930, 18.9520], [-29.4588, -16.8628, 20.1791], [-29.6783, -16.3685, 18.6883], [-29.0856, -14.6107, 22.8587], [-30.2495, -14.6166, 22.1031], [-31.0687, -13.4700, 22.1116], [-30.7233, -12.3428, 22.8290], [-29.5444, -12.3241, 23.4615], [-28.8210, -13.5109, 23.6043], [-27.6913, -13.5045, 24.3783], [-32.2148, -13.5400, 21.3792], [-28.4243, -15.4541, 22.7254], [-30.5246, -15.5605, 21.6561], [-31.3595, -11.4922, 22.6338], [-29.1811, -11.4279, 23.9424], [-27.2366, -12.6701, 24.2421], [-32.7624, -12.8347, 21.7317], [-34.3497, -17.2637, 23.8270], [-34.2463, -16.2323, 23.1749], [-33.2843, -18.0493, 23.8984], [-35.3237, -17.6279, 24.6643], [-32.5373, -17.7818, 23.2736], [-33.3958, -18.9707, 24.2967], [-36.1073, -16.9916, 24.6973], [-35.2601, -18.4635, 25.2280]],
  "nbo_charge": [1.48, -0.62, 0.09, -0.64, -0.89, 0.15, 0.24, 0.21, 0.18, 0.23, 0.19, 0.20, -0.22, -0.33, 0.21, -0.24, -0.22, 0.30, -0.66, -0.76, 0.25, 0.27, 0.22, 0.24, 0.49, 0.52, 0.83, -0.85, -0.77, -0.77, 0.42, 0.41, 0.43, 0.43],
  "homo_energy_ev": -11.2,
  "lumo_energy_ev": -4.06,
  "charge": 1
}


{
  "formula": "C10H17N2S",
  "method": "the ωB97M-V functional and the def2-TZVPD basis",
  "symbols": ["C", "C", "C", "C", "C", "C", "C", "C", "C", "C", "N", "N", "S", "H", "H", "H", "H", "H", "H", "H", "H", "H", "H", "H", "H", "H", "H", "H", "H", "H"],
  "xyz": [[-3.5462, -0.6912, -0.0606], [-3.7653, 0.6381, -0.3558], [-2.1998, -0.9406, 0.2271], [-1.4392, 0.1507, 0.1518], [1.2765, 0.7593, -1.6118], [1.6925, 1.9370, -0.6925], [0.4707, 0.0711, 0.3664], [-1.8177, -2.3204, 0.5163], [2.0041, -1.5335, -0.9322], [1.8492, 1.4187, 1.7712], [1.0720, -0.3512, -0.7983], [0.9280, 1.4096, 0.6198], [-2.2886, 1.5276, -0.3033], [-4.2277, -1.4708, 0.0465], [-4.7033, 1.2260, -0.3880], [0.2469, 0.9972, -2.0363], [1.9149, 0.4754, -2.4516], [2.7097, 2.0656, -0.4728], [1.2738, 2.8487, -0.9736], [0.4245, -0.7625, 1.1364], [-1.8808, -3.0095, -0.5108], [-0.7514, -2.3254, 0.7760], [-2.3646, -2.9055, 1.3449], [1.5530, -2.4937, -0.4838], [2.2695, -1.5487, -1.9672], [2.8140, -1.4881, -0.1845], [2.4206, 0.5368, 1.8580], [2.5577, 2.2269, 1.9129], [1.3359, 1.4669, 2.7193], [0.1708, 2.0856, 0.7766]],
  "nbo_charge": [-0.23, -0.28, -0.14, -0.16, -0.25, -0.19, 0.14, -0.63, -0.40, -0.44, -0.46, -0.40, 0.26, 0.23, 0.24, 0.22, 0.25, 0.22, 0.23, 0.27, 0.24, 0.19, 0.26, 0.23, 0.23, 0.19, 0.23, 0.25, 0.24, 0.45],
  "s2": 2.01,
  "homo_energy_ev": [-7.8, -11.9],
  "multiplicity": 3,
  "lumo_energy_ev": [-2.71, -5.22],
  "relative_energy_ev": 3.385,
  "charge": 1
}


Number 1: DFT total energy -87186.5397 eV. Number 2: DFT total energy -46398.9394 eV. Number 3: DFT total energy -12130.9690 eV. Number 4: DFT total energy -17711.5036 eV. Number 5: DFT total energy -27636.5561 eV. Number 6: DFT total energy -24447.2497 eV.